--- P ---
C5H19NO5 | ωB97M-V/def2-TZVPD

```
30
Properties=species:S:1:pos:R:3
O -0.262 2.716 -2.050
O -0.450 0.266 -2.611
O -2.585 -1.299 0.553
O -3.084 1.097 -1.575
O 2.529 -0.167 3.099
N 2.140 -1.884 -0.745
C 0.072 1.897 1.752
C 1.024 -1.566 0.087
C 0.255 0.482 1.277
C 0.771 -0.121 0.179
C 0.357 -2.367 0.887
H 2.721 -1.016 -1.056
H 0.668 2.084 2.627
H 0.595 -3.379 0.896
H -0.461 -2.239 1.607
H 2.430 0.483 2.458
H 0.531 2.591 1.017
H -2.158 1.447 -1.745
H -3.166 -0.941 -0.155
H 0.638 3.076 -2.397
H 0.041 0.363 -1.720
H 2.562 -2.812 -0.766
H 2.861 -0.848 2.581
H -3.406 1.633 -0.913
H -0.856 2.166 2.066
H -0.223 -0.123 2.077
H -0.516 2.118 -2.855
H 1.361 0.338 -0.538
H -2.086 -1.927 0.179
H -0.585 -0.684 -2.565
```

Calculated values
SMILES ... C=C(N)/C=C/C.O.O.O.O.O
Multiplicity ... 1
Kohn-Sham gap ... 8.778 eV
HOMO level ... -8.38 eV

These are the Mulliken partial charges, in e, on atoms 1 to 4:
1. O -0.67
2. O -0.75
3. O -0.58
4. O -0.64



--- Q ---
C5H19NO5 | ωB97M-V/def2-TZVPD

```
30
Properties=species:S:1:pos:R:3
O 2.111 0.058 2.595
O 2.839 -0.459 -0.026
O -1.487 -1.957 -2.331
O 2.079 1.107 -2.590
O -1.811 -2.205 0.900
N -0.229 -1.185 -0.306
C 0.646 1.933 0.365
C -1.277 -1.149 0.614
C -1.821 1.257 0.002
C -1.845 0.180 1.081
C -0.862 2.428 0.251
H 1.193 0.956 -2.960
H -1.505 -2.970 -2.136
H 1.248 -0.105 2.296
H 3.118 -1.349 0.154
H 0.562 -0.571 -0.201
H -2.828 -0.077 1.506
H -1.134 2.958 1.144
H -2.832 1.705 -0.046
H -0.037 -2.080 -0.656
H -1.563 0.730 -0.996
H 2.314 0.800 -1.756
H 0.781 0.865 0.199
H 2.711 -0.060 0.930
H -1.103 -2.048 -3.178
H 1.151 2.617 -0.237
H -1.463 0.476 2.008
H 1.941 0.899 3.070
H -0.856 3.084 -0.663
H 1.010 2.215 1.407
```

Calculated values
SMILES ... CCCCC(N)=O.O.O.O.O
Multiplicity ... 1
Kohn-Sham gap ... 9.661 eV
HOMO level ... -9.33 eV

These are the Mulliken partial charges, in e, on atoms 1 to 4:
1. O -0.70
2. O -0.68
3. O -0.63
4. O -0.64



It is Q that is the most stable of them.



--- P ---
C5H9N2S | ωB97M-V/def2-TZVPD

```
17
Properties=species:S:1:pos:R:3
S 1.201 2.209 -1.311
N -0.358 0.067 -0.905
N 0.513 -0.262 1.839
C 0.372 0.893 -0.366
C -0.836 -0.427 -2.080
C 0.442 1.001 1.156
C -0.206 -1.373 1.430
C -1.174 -1.781 0.698
H -1.895 -0.646 -1.866
H 0.162 -2.277 2.102
H 1.230 1.576 1.476
H -1.933 -2.509 0.316
H 1.432 2.878 -0.233
H -0.428 1.627 1.410
H -0.573 0.213 -2.916
H 1.416 -0.669 1.952
H -0.390 -1.375 -2.302
```

Calculated values
Multiplicity ... 1
Kohn-Sham gap ... 7.078 eV
Charge ... +1
HOMO level ... -13.32 eV

These are the Mulliken partial charges, in e, on atoms 1 to 4:
1. S -0.16
2. N -0.23
3. N -0.18
4. C 0.63



--- Q ---
C5H9N2S | ωB97M-V/def2-TZVPD

```
17
Properties=species:S:1:pos:R:3
S 2.661 0.371 0.492
N -0.188 0.635 -0.865
N -1.198 0.792 1.168
C 2.274 -1.003 -0.235
C -0.239 1.624 1.172
C -1.346 0.122 -0.096
C -1.296 -1.421 0.057
C 0.473 1.547 -0.144
H -0.005 0.357 -1.804
H -0.298 -1.618 0.280
H -1.489 -1.968 -0.999
H 1.198 -1.081 -0.566
H 2.735 -2.028 -0.156
H 1.080 2.373 -0.436
H -2.205 0.532 -0.540
H -2.084 -1.594 0.744
H -0.074 2.359 1.931
```

Calculated values
Multiplicity ... 1
Kohn-Sham gap ... 8.561 eV
Charge ... +1
HOMO level ... -13.75 eV

These are the Mulliken partial charges, in e, on atoms 1 to 4:
1. S -0.03
2. N -0.09
3. N -0.43
4. C -0.02



It is Q that is the most stable of them.